{
  "formula": "C39H40BrN7O4SSiY",
  "method": "ωB97M-V/def2-TZVPD",
  "elements": ["Y", "O", "C", "C", "C", "C", "C", "C", "C", "O", "N", "N", "C", "C", "Br", "C", "C", "C", "C", "C", "C", "C", "H", "H", "H", "H", "H", "H", "H", "H", "H", "H", "H", "H", "H", "H", "S", "N", "C", "C", "C", "C", "C", "N", "C", "C", "N", "C", "C", "C", "C", "C", "N", "H", "H", "H", "H", "H", "H", "O", "C", "C", "C", "C", "C", "C", "C", "C", "N", "H", "H", "H", "H", "H", "H", "H", "H", "H", "H", "H", "C", "Si", "C", "C", "O", "H", "H", "H", "H", "H", "H", "H", "H", "H"],
  "positions_angstrom": [[11.10, 11.09, 13.98], [8.27, 13.58, 15.63], [8.16, 14.67, 14.93], [7.07, 15.55, 15.14], [6.87, 16.67, 14.37], [7.86, 17.01, 13.44], [8.92, 16.20, 13.18], [9.06, 15.00, 13.86], [10.04, 14.00, 13.36], [9.72, 12.71, 13.64], [11.46, 14.22, 13.91], [12.33, 13.39, 13.26], [13.26, 14.00, 12.56], [14.42, 13.26, 11.97], [14.72, 11.47, 12.35], [15.30, 13.99, 11.24], [16.54, 13.50, 10.63], [16.53, 12.41, 9.80], [17.69, 12.05, 9.13], [18.89, 12.63, 9.49], [18.87, 13.68, 10.38], [17.72, 14.13, 10.92], [8.99, 13.06, 15.22], [6.31, 15.19, 15.87], [5.95, 17.26, 14.53], [7.60, 17.89, 12.82], [9.68, 16.49, 12.42], [10.20, 14.28, 12.31], [11.75, 15.19, 13.86], [13.22, 15.09, 12.53], [15.07, 15.01, 11.09], [15.67, 11.92, 9.38], [17.55, 11.33, 8.42], [19.86, 12.34, 9.09], [19.79, 14.17, 10.51], [17.77, 15.08, 11.54], [12.12, 6.56, 7.48], [12.99, 6.58, 8.81], [12.62, 7.67, 9.47], [13.08, 8.02, 10.80], [14.07, 7.25, 11.57], [14.22, 7.53, 12.89], [13.45, 8.56, 13.44], [12.52, 9.26, 12.80], [12.35, 9.01, 11.50], [11.34, 9.87, 10.79], [10.85, 10.92, 11.46], [10.02, 11.71, 10.84], [9.45, 11.36, 9.59], [9.91, 10.28, 8.88], [10.97, 9.52, 9.48], [11.62, 8.42, 8.84], [11.20, 7.85, 7.69], [14.59, 6.33, 11.09], [14.88, 6.93, 13.47], [13.59, 8.81, 14.47], [9.65, 12.57, 11.41], [8.52, 11.93, 9.32], [9.58, 10.06, 7.87], [12.76, 10.55, 15.62], [13.70, 11.56, 16.12], [13.20, 12.21, 17.39], [11.85, 12.91, 17.32], [10.60, 12.11, 17.47], [9.87, 12.20, 18.67], [8.59, 11.67, 18.75], [8.08, 11.08, 17.59], [8.89, 10.94, 16.46], [10.13, 11.42, 16.37], [12.67, 9.85, 16.30], [13.81, 12.31, 15.32], [14.60, 11.03, 16.21], [13.99, 13.01, 17.53], [13.31, 11.54, 18.24], [11.80, 13.29, 16.28], [11.75, 13.70, 18.05], [10.30, 12.82, 19.45], [7.95, 11.75, 19.62], [7.05, 10.67, 17.59], [8.47, 10.39, 15.62], [7.38, 8.12, 14.90], [9.07, 7.97, 14.14], [8.82, 7.29, 12.42], [10.03, 6.78, 15.20], [9.82, 9.41, 14.05], [6.71, 7.38, 14.47], [6.97, 9.04, 14.55], [7.24, 8.18, 16.01], [8.39, 6.29, 12.36], [9.71, 7.33, 11.91], [8.15, 7.95, 11.74], [9.68, 5.78, 15.10], [9.93, 6.94, 16.31], [11.11, 6.82, 14.99]],
  "mulliken_charge": [1.2401, -0.0495, 0.2700, -0.5711, -0.5158, -0.7661, -0.5960, 0.2265, 1.0874, -0.7060, -0.3103, 0.3312, -0.7654, 0.3143, 0.0651, -0.8207, 0.4509, -0.3822, -0.8080, -0.4719, -0.5500, -0.3271, -0.2574, 0.3325, 0.3620, 0.3105, 0.3389, 0.4627, 0.3811, 0.3498, 0.5616, 0.4542, 0.5191, 0.3685, 0.4271, 0.3098, 0.1635, -0.5897, 0.8520, 0.2047, -0.9491, -1.0634, -0.7835, 1.4580, -0.9558, -0.0561, 0.6476, 0.0203, -1.2287, -0.9603, 0.6892, 0.5853, -0.5888, 0.3416, 0.6253, 0.5847, 0.3071, 0.3932, 0.5401, -0.1002, -0.4949, -0.7993, -0.2783, 0.4164, -0.6865, -0.7260, -0.9571, -0.4683, 0.3998, 0.2170, 0.1512, 0.4647, 0.3909, 0.3424, -0.5246, 0.7529, 0.4636, 0.4613, 0.4462, 0.5745, -1.3276, 0.5577, -0.8987, -1.1148, -0.6121, 0.4504, 0.3690, 0.2777, 0.4498, 0.1028, 0.2334, 0.4740, 0.2856, 0.2041],
  "e_above_lowest_ev": 2.360,
  "e_homo_ev": -9.95,
  "charge": 1,
  "spin_multiplicity": 1,
  "total_energy_ha": -5494.45165
}

{
  "formula": "C39H40ClIrN12O3S",
  "method": "ωB97M-V/def2-TZVPD",
  "elements": ["Ir", "C", "C", "N", "C", "C", "N", "C", "C", "C", "C", "C", "N", "C", "C", "N", "C", "C", "N", "C", "C", "C", "N", "C", "C", "H", "H", "H", "H", "H", "H", "H", "H", "H", "H", "H", "H", "C", "C", "C", "C", "N", "C", "S", "N", "C", "H", "H", "H", "H", "H", "H", "H", "H", "C", "N", "C", "N", "C", "N", "C", "N", "C", "C", "H", "H", "H", "H", "H", "H", "H", "H", "H", "H", "H", "H", "C", "C", "C", "C", "Cl", "C", "C", "C", "O", "C", "C", "O", "O", "H", "H", "H", "H", "H", "H", "H", "H"],
  "positions_angstrom": [[-0.95, -0.01, 0.47], [-3.93, 2.73, -1.23], [-3.28, 1.91, -0.32], [-2.19, 1.23, -0.67], [-1.73, 1.39, -1.94], [-2.41, 2.22, -2.82], [-3.50, 2.88, -2.47], [-0.49, 0.67, -2.29], [0.18, 0.72, -3.50], [1.36, -0.02, -3.66], [1.89, -0.69, -2.55], [1.18, -0.69, -1.37], [0.00, -0.07, -1.29], [1.58, -1.31, -0.09], [2.75, -2.03, 0.07], [3.10, -2.56, 1.23], [2.28, -2.36, 2.25], [1.10, -1.64, 2.13], [0.74, -1.13, 0.96], [2.02, -0.08, -4.98], [1.28, 0.08, -6.15], [1.94, 0.00, -7.37], [3.25, -0.22, -7.48], [3.94, -0.39, -6.36], [3.38, -0.34, -5.10], [-4.82, 3.27, -0.93], [-3.62, 1.79, 0.70], [-2.06, 2.35, -3.83], [-0.20, 1.31, -4.31], [2.83, -1.21, -2.63], [3.43, -2.18, -0.76], [2.56, -2.79, 3.21], [0.43, -1.47, 2.96], [0.21, 0.23, -6.14], [1.39, 0.12, -8.30], [5.00, -0.58, -6.48], [4.00, -0.49, -4.23], [-1.92, 3.16, 6.58], [-1.47, 1.90, 5.92], [-0.66, 0.95, 6.48], [-0.34, -0.18, 5.73], [-0.81, -0.37, 4.49], [-1.56, 0.56, 3.94], [-2.32, 0.46, 2.39], [-1.90, 1.67, 4.66], [0.51, -1.27, 6.30], [-1.45, 3.26, 7.55], [-3.00, 3.14, 6.72], [-1.66, 4.02, 5.97], [-0.28, 1.08, 7.48], [-2.46, 2.36, 4.19], [-0.11, -2.14, 6.51], [1.01, -0.96, 7.21], [1.26, -1.56, 5.57], [-3.56, -1.48, -0.10], [-2.10, -1.77, 0.17], [-1.61, -2.58, -1.01], [-2.38, -3.77, -1.23], [-3.78, -3.40, -1.46], [-4.33, -2.68, -0.31], [-4.23, -3.54, 0.87], [-2.84, -3.91, 1.13], [-2.07, -2.72, 1.36], [-2.31, -4.62, -0.04], [-3.61, -0.86, -1.00], [-3.95, -0.93, 0.75], [-0.56, -2.84, -0.82], [-1.67, -1.94, -1.90], [-4.36, -4.31, -1.63], [-3.84, -2.77, -2.35], [-4.82, -4.44, 0.71], [-4.63, -3.00, 1.74], [-1.02, -2.99, 1.53], [-2.45, -2.18, 2.22], [-2.89, -5.52, -0.21], [-1.27, -4.90, 0.15], [2.46, 3.72, -2.68], [3.14, 2.71, -1.81], [4.08, 1.83, -2.33], [4.71, 0.90, -1.51], [5.87, -0.21, -2.19], [4.44, 0.85, -0.16], [3.50, 1.73, 0.38], [2.85, 2.65, -0.44], [1.95, 3.56, 0.01], [1.53, 3.46, 1.35], [0.70, 2.20, 1.64], [0.56, 1.81, 2.78], [0.23, 1.68, 0.55], [2.63, 3.50, -3.74], [2.85, 4.73, -2.49], [1.39, 3.76, -2.48], [4.35, 1.88, -3.38], [4.97, 0.16, 0.48], [3.31, 1.70, 1.44], [0.90, 4.32, 1.55], [2.37, 3.49, 2.05]],
  "mulliken_charge": [1.1334, -0.7397, -0.2180, 0.1332, -0.0619, 0.1076, -0.5633, 0.4656, -1.1884, 0.3592, -0.6210, 0.1085, 0.5700, 0.2371, -0.0867, -0.5922, -0.8299, -0.4706, 0.6878, 0.4456, -0.6426, -0.5198, -0.5485, -0.6403, -0.2753, 0.4422, 0.4314, 0.4829, 0.6718, 0.7602, 0.5760, 0.4721, 0.3748, 0.4342, 0.3992, 0.4100, 0.2739, -1.4347, 0.8559, -1.0569, 1.0229, -0.2178, -0.2594, -0.6434, 0.1992, -1.2219, 0.3841, 0.3595, 0.3869, 0.4375, 0.2976, 0.3232, 0.4100, 0.2075, -0.5068, 0.5687, -0.4636, 0.2063, -0.6667, 0.0922, -0.6459, 0.1095, -0.5891, -0.6383, 0.3273, 0.1258, 0.0543, 0.1038, 0.3440, 0.3191, 0.3354, 0.3431, 0.2921, 0.1791, 0.3461, 0.3233, -1.6936, 0.9480, -0.5095, -0.0788, -0.1619, -0.8549, -0.6303, 0.6131, -0.5218, -1.0122, 0.6564, -0.5573, -0.3872, 0.4291, 0.3808, 0.2695, 0.6661, 0.5722, 0.3965, 0.4154, 0.4723],
  "e_above_lowest_ev": 0.000,
  "e_homo_ev": -12.71,
  "charge": 2,
  "spin_multiplicity": 1,
  "total_energy_ha": -3355.32685
}

Question: charge of number 1 (C39H40BrN7O4SSiY)?
Answer: +1

Question: What is the charge in the first record?
Answer: +1

Question: What is the formula in the second record?
Answer: C39H40ClIrN12O3S